C37H24CaCl2N5O6PS2 | the ωB97M-V functional and the def2-TZVPD basis

Properties
HOMO = -2.1 eV
frontier orbital gap = 0.180 hartree
net charge = -2
E = -4885.591830 hartree

Atoms and positions in Å:
Ca  -1.06  0.46  -0.19
Cl  1.87  -3.71  -4.94
C  1.39  -2.30  -4.05
C  0.75  -2.45  -2.83
C  0.33  -1.34  -2.09
N  -0.32  -1.41  -0.90
C  -0.61  -2.52  -0.24
O  -0.41  -3.70  -0.55
C  -1.30  -2.24  1.07
C  -1.68  -3.33  1.86
C  -2.31  -3.10  3.07
C  -2.54  -1.79  3.46
C  -2.12  -0.77  2.62
N  -1.52  -0.99  1.46
C  0.58  -0.03  -2.62
C  1.23  0.09  -3.85
C  1.63  -1.03  -4.55
Cl  2.41  -0.84  -6.09
N  0.16  1.02  -1.86
C  0.30  2.30  -2.18
O  0.80  2.82  -3.18
C  -0.27  3.21  -1.12
C  -0.18  4.59  -1.32
C  -0.69  5.46  -0.38
C  -1.27  4.92  0.76
C  -1.31  3.54  0.89
N  -0.83  2.71  -0.02
H  0.57  -3.44  -2.43
H  -1.47  -4.32  1.50
H  -2.63  -3.93  3.69
H  -3.04  -1.57  4.39
H  -2.29  0.26  2.88
H  1.42  1.08  -4.25
H  0.29  4.94  -2.23
H  -0.64  6.53  -0.52
H  -1.69  5.56  1.53
H  -1.76  3.07  1.76
S  3.90  2.64  2.24
P  3.43  0.73  2.07
S  1.71  0.18  1.25
C  3.53  -0.02  3.75
C  2.56  -0.90  4.19
C  2.64  -1.43  5.47
C  3.68  -1.07  6.31
C  4.63  -0.16  5.87
C  4.56  0.36  4.60
C  4.78  -0.15  1.19
C  5.31  0.43  0.05
C  6.31  -0.21  -0.66
C  6.78  -1.44  -0.23
C  6.24  -2.04  0.90
C  5.23  -1.40  1.61
H  1.75  -1.17  3.52
H  1.88  -2.13  5.81
H  3.74  -1.49  7.30
H  5.44  0.13  6.53
H  5.28  1.08  4.24
H  4.93  1.40  -0.26
H  6.72  0.25  -1.55
H  7.57  -1.94  -0.78
H  6.59  -3.01  1.22
H  4.80  -1.86  2.48
O  -4.28  0.52  0.38
C  -3.95  0.46  -0.80
O  -2.77  0.47  -1.24
C  -5.04  0.38  -1.87
C  -6.39  0.41  -1.53
C  -7.36  0.36  -2.51
C  -6.97  0.29  -3.85
C  -5.62  0.25  -4.20
C  -4.67  0.30  -3.21
N  -7.97  0.24  -4.86
O  -7.61  0.18  -6.03
O  -9.15  0.27  -4.52
H  -6.64  0.47  -0.48
H  -8.41  0.39  -2.27
H  -5.35  0.20  -5.24
H  -3.61  0.28  -3.44

---

C2H2N2O | the ωB97M-V functional and the def2-TZVPD basis

Properties
HOMO (spin up / spin down) = -9.1 / -9.8 eV
frontier orbital gap (spin up / spin down) = 0.310 / 0.343 hartree
E = -261.916195 hartree

Atoms and positions in Å:
C  -0.74  0.21  0.13
C  0.11  1.11  -0.37
N  -0.33  -1.08  0.21
N  0.89  -1.17  0.09
O  1.80  -1.90  0.15
H  -1.71  0.60  0.36
H  -0.02  2.24  -0.57

---

C20H24N2 | the ωB97M-V functional and the def2-TZVPD basis

Properties
HOMO = -8.2 eV
frontier orbital gap = 0.308 hartree
SMILES string = CC1=CC[C@@H]2C[C@H]1[C@@H](c1ccnc3ccccc13)NC2(C)C
E = -885.904014 hartree

Atoms and positions in Å:
C  -2.92  2.34  0.04
C  -1.54  2.28  -0.77
C  -0.63  3.41  -0.84
C  0.81  3.38  -1.30
C  1.34  1.95  -1.74
C  0.09  1.12  -2.30
C  -1.06  0.92  -1.17
C  -0.53  0.08  0.00
C  -0.68  -1.46  -0.10
C  -0.48  -2.14  -1.23
C  -0.41  -3.55  -1.23
N  -0.68  -4.23  -0.11
C  -0.82  -3.55  1.06
C  -0.92  -4.35  2.20
C  -1.31  -3.80  3.41
C  -1.37  -2.35  3.52
C  -1.05  -1.52  2.39
C  -0.78  -2.18  1.11
N  0.83  0.57  0.41
C  1.94  1.00  -0.52
C  2.69  -0.33  -0.88
C  2.88  1.90  0.40
H  -2.94  3.14  0.74
H  -3.13  1.45  0.57
H  -3.70  2.60  -0.72
H  -1.10  4.32  -0.56
H  1.56  3.76  -0.59
H  0.94  4.01  -2.23
H  2.23  2.27  -2.49
H  -0.35  1.61  -3.14
H  0.31  0.14  -2.62
H  -1.87  0.42  -1.67
H  -1.15  0.41  0.79
H  -0.30  -1.52  -2.11
H  -0.07  -4.17  -2.04
H  -0.86  -5.41  2.11
H  -1.45  -4.39  4.27
H  -1.85  -1.95  4.43
H  -0.90  -0.47  2.54
H  1.14  0.21  1.28
H  3.12  -0.44  -1.88
H  1.99  -1.12  -0.68
H  3.52  -0.62  -0.06
H  3.65  2.38  -0.28
H  2.35  2.66  0.86
H  3.46  1.19  1.08

---

C7H8ClNO | the ωB97M-V functional and the def2-TZVPD basis

Properties
HOMO = -8.0 eV
frontier orbital gap = 0.317 hartree
E = -861.551057 hartree

Atoms and positions in Å:
C  -0.46  0.84  2.51
C  -0.22  1.02  1.12
C  -0.65  -0.56  2.69
C  -0.15  -0.25  0.57
C  -0.36  -0.63  -2.45
C  1.37  0.34  -1.97
C  0.66  -0.82  -1.39
N  -0.51  -1.14  1.49
O  0.27  0.59  -2.79
Cl  1.29  -2.33  -0.87
H  -0.63  1.65  3.23
H  -0.16  1.94  0.66
H  -0.90  -1.10  3.53
H  -0.20  -1.36  -3.23
H  -1.36  -0.63  -2.23
H  1.72  1.30  -1.41
H  2.26  0.05  -2.63
H  -0.72  -2.17  1.30

---

C9H8N2OS | the ωB97M-V functional and the def2-TZVPD basis

Properties
HOMO = -9.3 eV
frontier orbital gap = 0.308 hartree
E = -930.455439 hartree

Atoms and positions in Å:
C  0.04  2.35  -0.49
C  0.49  0.46  0.59
C  1.82  0.40  0.89
C  2.73  -0.67  0.47
C  2.03  -1.70  0.06
C  0.60  -1.77  -0.30
C  -0.23  -0.76  0.25
C  -2.65  -0.51  0.57
C  -3.81  -0.33  -0.25
H  1.19  3.01  -0.12
H  0.32  1.49  -1.58
H  -0.95  3.17  -0.76
H  2.55  1.29  1.18
H  3.72  -0.69  0.56
H  2.67  -2.59  -0.39
H  0.19  -2.66  -0.89
H  -1.68  -0.60  -1.17
N  -1.59  -0.97  -0.21
N  -4.56  -0.24  -1.21
O  -0.33  1.68  0.67
S  -2.55  -0.38  2.13

---

C3H3N3O | the ωB97M-V functional and the def2-TZVPD basis

Properties
HOMO (spin up / spin down) = -8.8 / -8.8 eV
frontier orbital gap (spin up / spin down) = 0.283 / 0.283 hartree
E = -355.468801 hartree

Atoms and positions in Å:
N  -1.09  -0.64  -0.74
C  -0.59  -0.30  -1.84
N  -0.13  -1.62  1.91
N  0.12  -1.06  2.82
O  -0.56  1.30  0.98
C  0.27  1.33  0.10
C  0.42  0.51  -1.08
H  -1.13  -1.63  -0.49
H  1.05  2.13  0.09
H  1.42  0.43  -1.52

---

What did the fifth record say?
C9H8N2OS | the ωB97M-V functional and the def2-TZVPD basis

Properties
HOMO = -9.3 eV
frontier orbital gap = 0.308 hartree
E = -930.455439 hartree

Atoms and positions in Å:
C  0.04  2.35  -0.49
C  0.49  0.46  0.59
C  1.82  0.40  0.89
C  2.73  -0.67  0.47
C  2.03  -1.70  0.06
C  0.60  -1.77  -0.30
C  -0.23  -0.76  0.25
C  -2.65  -0.51  0.57
C  -3.81  -0.33  -0.25
H  1.19  3.01  -0.12
H  0.32  1.49  -1.58
H  -0.95  3.17  -0.76
H  2.55  1.29  1.18
H  3.72  -0.69  0.56
H  2.67  -2.59  -0.39
H  0.19  -2.66  -0.89
H  -1.68  -0.60  -1.17
N  -1.59  -0.97  -0.21
N  -4.56  -0.24  -1.21
O  -0.33  1.68  0.67
S  -2.55  -0.38  2.13